1.
{"formula": "C9H15CuMgO11S", "method": "ωB97M-V/def2-TZVPD", "elements": ["Mg", "Cu", "S", "O", "O", "O", "O", "C", "O", "H", "H", "H", "C", "C", "C", "O", "C", "O", "O", "H", "H", "H", "H", "H", "H", "C", "C", "C", "O", "C", "O", "O", "H", "H", "H", "H", "H", "H"], "positions_angstrom": [[-0.14714, -0.50362, -2.29442], [3.30383, 0.29328, -1.97675], [1.25408, 1.85829, -3.98564], [0.37167, 0.82753, -3.49475], [1.20646, 1.62137, -5.42025], [0.92427, 3.18163, -3.60971], [2.53742, 1.45280, -3.42588], [1.20355, 0.09666, 0.47071], [1.21584, 0.04474, -0.93720], [2.07474, 0.58154, 0.91118], [0.19762, 0.42272, 0.73507], [1.36216, -0.88499, 0.91717], [-1.40384, -3.99867, 1.37959], [0.17479, -3.55000, 1.37757], [1.19791, -4.53664, 1.87490], [2.12031, -4.78594, 0.84698], [1.65909, -4.18894, -0.27915], [2.18267, -4.23511, -1.42540], [0.51175, -3.48966, 0.02733], [-1.47626, -4.98653, 0.92466], [-2.03703, -3.33557, 0.79013], [-1.73754, -4.16311, 2.40413], [0.30308, -2.56781, 1.83248], [0.62973, -5.41337, 2.18570], [1.60419, -4.27316, 2.85142], [0.12712, 3.92386, 0.37315], [-1.29635, 3.37028, -0.01904], [-1.83205, 2.53982, 1.17817], [-3.14066, 2.99443, 1.40069], [-3.34228, 3.98952, 0.61201], [-4.46291, 4.44726, 0.38536], [-2.24392, 4.43363, 0.03776], [0.56662, 3.86952, -0.62283], [0.57981, 3.16275, 1.00867], [0.25397, 4.87138, 0.89682], [-1.20921, 2.85750, -0.97693], [-1.26364, 2.58732, 2.10701], [-1.96983, 1.48528, 0.93927]], "forces_ev_per_a": [[1.93, 0.99, 1.14], [-1.14, 0.16, 0.17], [1.97, -1.28, 1.46], [-3.76, -2.22, 1.47], [0.61, 1.16, -2.23], [-0.71, 1.32, -0.42], [1.70, 0.43, -0.45], [-0.16, -1.30, -0.03], [0.07, -0.65, -1.55], [-0.39, 1.13, -0.25], [0.42, 0.54, 0.87], [-0.41, -0.54, -0.12], [2.40, -0.39, 0.58], [-2.54, -0.22, 0.02], [-1.63, -1.09, 2.60], [-0.12, 0.54, -1.11], [1.44, 0.06, -3.18], [-2.32, 0.36, 4.86], [1.33, 0.33, -2.72], [0.25, -0.01, -0.22], [0.18, 0.27, 0.39], [-0.22, 0.52, -0.01], [-0.15, 0.08, -0.06], [0.29, -0.76, -0.68], [0.91, 0.53, -0.51], [-0.61, -1.58, -1.48], [1.27, 1.38, 3.71], [0.17, -1.73, -0.35], [0.34, -1.54, 1.38], [-5.58, 3.02, -1.79], [2.67, -0.73, 0.72], [1.09, 0.22, -1.73], [1.10, 0.75, 0.41], [0.29, -0.06, -0.15], [-0.67, 0.06, -0.42], [-0.60, 0.12, -0.06], [0.18, 0.37, -0.17], [0.39, -0.26, -0.07]], "lowdin_charge": [1.23, 0.65, 0.29, -0.39, -0.03, -0.10, -0.27, -0.21, -0.43, 0.09, 0.07, 0.05, 0.02, -0.30, -0.12, 0.11, -0.44, 0.09, 0.02, 0.08, 0.07, 0.08, 0.13, 0.14, 0.14, 0.01, -0.25, -0.11, 0.11, -0.61, 0.14, 0.11, 0.07, 0.06, 0.10, 0.14, 0.14, 0.12], "charge": 1, "orbital_gap_ev": [6.2887, 4.7964], "spin_multiplicity": 2}


2.
{"formula": "C9H14NS", "method": "ωB97M-V/def2-TZVPD", "elements": ["C", "C", "C", "C", "C", "C", "C", "C", "C", "N", "S", "H", "H", "H", "H", "H", "H", "H", "H", "H", "H", "H", "H", "H", "H"], "positions_angstrom": [[-0.11713, -2.71850, -1.84836], [0.71566, -2.33740, -2.83715], [-0.39662, -1.70000, -0.91605], [0.16236, -0.56727, -1.37270], [-1.25626, -1.61352, 0.38464], [-0.65002, 0.73134, 0.03595], [-0.29868, 2.47750, 1.64988], [1.73494, 1.11270, 0.50150], [0.30234, 1.77463, 0.41145], [-0.76096, -0.32160, 1.01827], [1.06818, -0.66020, -2.76455], [-0.53578, -3.61362, -1.90638], [1.02994, -2.89769, -3.66651], [-2.29435, -1.51801, 0.25020], [-0.89166, -2.45491, 0.86843], [-1.59512, 1.06288, -0.34100], [-0.17661, 1.80776, 2.55988], [-1.24142, 2.87936, 1.46029], [0.27494, 3.35057, 1.89735], [1.77939, 0.67785, 1.53961], [2.44329, 1.91498, 0.47807], [1.82214, 0.47070, -0.32383], [0.25340, 2.58990, -0.27256], [-1.46167, 0.08668, 1.65765], [0.08971, -0.53412, 1.53591]], "forces_ev_per_a": [[1.25, 1.92, 0.22], [-0.32, 1.00, 0.18], [-1.11, 0.84, -0.05], [-2.53, 3.39, 3.98], [2.48, 1.08, -2.65], [3.02, -2.06, -4.46], [2.89, -1.55, 1.56], [-2.02, 2.21, 2.63], [0.58, 0.18, 0.84], [-1.80, -0.81, 0.57], [0.43, 0.21, -0.44], [-1.65, -3.99, 0.28], [0.42, -0.68, -0.83], [-1.29, -0.25, -0.18], [-0.18, -1.37, 2.03], [-0.66, -0.21, -0.09], [-0.76, 0.83, -0.78], [-1.96, 0.05, -0.13], [0.62, 0.39, 0.13], [0.47, -0.16, -1.15], [0.69, 0.24, -0.01], [0.58, -1.00, -0.55], [0.28, 0.12, -1.34], [0.29, -0.84, 0.40], [0.29, 0.46, -0.15]], "lowdin_charge": [-0.13, -0.35, -0.27, -0.39, 0.01, -0.11, -0.05, -0.01, -0.38, 0.07, 1.08, 0.08, 0.07, 0.13, 0.12, 0.15, 0.11, 0.07, 0.09, 0.10, 0.08, 0.02, 0.14, 0.19, 0.18], "charge": 1, "orbital_gap_ev": 9.5510, "e_above_lowest_ev": 2.725}


3.
{"formula": "C15H18N2O5S", "method": "ωB97M-V/def2-TZVPD", "elements": ["C", "N", "C", "O", "C", "C", "S", "N", "C", "C", "O", "H", "H", "H", "H", "H", "H", "H", "H", "H", "H", "H", "H", "O", "C", "C", "C", "C", "C", "C", "C", "O", "C", "C", "O", "H", "H", "H", "H", "H", "H"], "positions_angstrom": [[-0.81182, -3.83251, -4.20326], [-0.58899, -4.10668, -2.78360], [-0.60755, -3.23023, -1.77450], [-0.43123, -3.62821, -0.62724], [-0.77217, -1.71939, -2.04460], [0.56240, -0.99282, -1.83784], [0.46168, 0.71615, -2.44043], [-1.79979, -1.14207, -1.17265], [-3.09962, -1.26997, -1.43411], [-4.06134, -0.79356, -0.37134], [-3.52378, -1.74821, -2.47844], [-1.81138, -3.41399, -4.34776], [-0.06627, -3.12906, -4.57939], [-0.73796, -4.76006, -4.77317], [-0.45997, -5.06766, -2.50433], [-1.07763, -1.57337, -3.08045], [0.83019, -1.00817, -0.77995], [1.33849, -1.51395, -2.40091], [-0.50719, 1.12969, -1.61611], [-1.52331, -0.79765, -0.26884], [-3.89670, -1.35883, 0.54445], [-3.90598, 0.26784, -0.18942], [-5.07938, -0.96048, -0.72173], [1.92855, 0.92858, 6.18234], [1.94010, 1.25951, 5.00492], [2.42405, 0.23386, 4.08502], [2.48274, 0.48031, 2.73677], [2.04362, 1.78412, 2.25907], [2.06523, 2.10843, 0.89516], [1.62290, 3.36637, 0.47386], [1.16546, 4.29934, 1.40152], [0.72574, 5.51839, 0.97853], [1.15422, 3.97912, 2.75748], [1.58712, 2.72812, 3.19886], [1.53819, 2.47869, 4.54831], [2.73299, -0.71876, 4.49836], [2.84461, -0.28077, 2.04996], [2.41977, 1.39232, 0.15848], [1.63228, 3.62930, -0.57939], [0.45634, 6.05514, 1.74024], [0.80539, 4.69114, 3.49612]], "forces_ev_per_a": [[-0.20, 0.24, 0.31], [-0.02, -0.22, -1.23], [0.29, -0.04, 1.38], [-0.13, 0.46, -0.04], [-0.31, -0.16, -0.15], [-0.61, -0.15, 0.18], [0.38, 0.05, -0.15], [1.63, -0.08, -0.14], [-1.78, -0.37, -0.72], [0.12, -0.01, -0.08], [0.43, -0.08, 0.04], [0.09, -0.01, -0.11], [-0.04, -0.08, -0.11], [0.05, 0.11, 0.18], [0.00, 0.15, 0.12], [-0.18, 0.13, 0.11], [0.10, -0.09, -0.06], [0.04, 0.22, 0.01], [-0.03, -0.06, 0.04], [0.10, -0.20, 0.09], [-0.01, 0.10, 0.14], [-0.04, 0.08, 0.19], [0.18, 0.03, 0.02], [-0.57, 1.83, -0.89], [0.65, -2.34, 1.76], [0.13, 0.54, -2.86], [-0.25, 0.09, 1.91], [0.25, -0.64, 0.03], [-0.49, 1.18, 0.26], [0.21, -0.46, -0.34], [-0.01, -0.17, 0.67], [0.07, -0.10, 0.01], [0.08, -0.33, 0.40], [-0.03, 0.32, -1.05], [0.11, -0.26, -0.12], [-0.13, 0.29, 0.17], [-0.08, 0.20, -0.02], [-0.06, 0.07, 0.17], [-0.01, -0.03, 0.13], [0.12, -0.25, -0.27], [-0.01, 0.03, 0.00]], "lowdin_charge": [-0.06, 0.04, -0.47, 0.04, -0.30, -0.50, 0.73, 0.09, -0.54, 0.01, 0.05, 0.09, 0.08, 0.09, 0.14, 0.12, 0.08, 0.09, -0.14, 0.15, 0.09, 0.08, 0.09, 0.09, -0.44, 0.02, 0.01, -0.16, -0.02, -0.01, -0.31, 0.06, 0.07, -0.17, 0.13, 0.12, 0.12, 0.11, 0.12, 0.11, 0.13], "charge": 0, "smiles": "CNC(=O)[C@H](CS)NC(C)=O.O=c1ccc2ccc(O)cc2o1", "orbital_gap_ev": 8.7303, "e_above_lowest_ev": 0.947}